No. 1
Below is a molecular structure, C35H37AsNPScSe4 at a distorted geometry, with properties calculated with ωB97M-V/def2-TZVPD.

Summary:
F_max   2.1 eV/A
Orbital gap   0.2582 Ha
Total charge   +1

Last column: Mulliken charge in e.
Element x y z (Å)
Sc -1.05394 0.96941 0.38024  -0.64
Se 0.90235 -0.56629 -0.50769  -0.30
Se 0.58224 -1.68421 1.51650  -0.06
Se -0.00013 -0.02438 2.97669  -0.18
Se -2.33751 0.31827 2.68197  -0.07
C -0.76324 3.66061 4.23577  -0.65
N -1.81306 4.47528 3.57194  0.03
C -3.11861 4.30202 4.25732  -0.85
C -1.95141 4.17366 2.09703  -0.39
C -0.62624 4.20753 1.37825  0.90
C 0.02070 5.44184 1.33520  -0.51
C 1.26649 5.56665 0.74683  -0.65
C 1.85867 4.44002 0.20171  -0.85
C 1.19011 3.22348 0.21580  -0.01
C -0.07927 3.03704 0.80063  0.19
H -0.69804 3.94218 5.28483  0.40
H 0.19517 3.81344 3.75037  0.33
H -1.03851 2.61206 4.16133  0.07
H -1.53328 5.45261 3.65032  0.40
H -3.37070 3.24349 4.25681  0.34
H -3.88990 4.85346 3.72419  0.34
H -3.05334 4.66291 5.28128  0.37
H -2.64728 4.91469 1.69807  0.43
H -2.39978 3.18642 2.02994  -0.06
H -0.46364 6.32294 1.75150  0.33
H 1.76190 6.52773 0.70528  0.41
H 2.84221 4.50587 -0.24601  0.43
H 1.70510 2.37478 -0.22316  0.31
C -4.55046 -0.74515 -0.29579  -0.21
C -5.01124 0.70790 -0.21523  -1.33
As -6.97317 1.02224 -0.00586  0.15
C -7.31167 -0.15070 1.51830  0.28
C -8.58207 -0.70589 1.66644  -0.38
C -8.88870 -1.48786 2.76885  -0.55
C -7.93251 -1.70742 3.75165  -0.47
C -6.67588 -1.13595 3.62772  -0.63
C -6.36776 -0.36057 2.51789  -0.23
C -7.54660 -0.14391 -1.47635  0.18
C -7.65402 -1.53063 -1.38040  -0.01
C -7.97555 -2.29074 -2.49550  -0.62
C -8.20114 -1.67259 -3.71820  -0.52
C -8.10660 -0.29302 -3.82313  -0.63
C -7.78452 0.46502 -2.70621  -0.47
P -2.79517 -0.77392 -0.83118  1.79
C -2.32052 -2.52516 -0.75582  0.51
C -2.55558 -3.22617 0.42686  -0.34
C -2.14835 -4.54620 0.53964  -0.70
C -1.48513 -5.15951 -0.51302  -0.55
C -1.23288 -4.45739 -1.68324  -0.66
C -1.64898 -3.14125 -1.80860  -0.33
C -2.92978 -0.35862 -2.59878  0.26
C -3.83051 -0.99166 -3.45324  -0.11
C -3.93160 -0.58329 -4.77316  -0.81
C -3.13531 0.44982 -5.25022  -0.57
C -2.22820 1.07954 -4.41176  -0.79
C -2.13074 0.67278 -3.09025  -0.27
H -5.12881 -1.31344 -1.01964  0.01
H -4.62395 -1.23006 0.67850  0.53
H -4.72969 1.25657 -1.11904  0.69
H -4.51700 1.19529 0.63198  0.08
H -9.33611 -0.52736 0.90825  0.45
H -9.87240 -1.92941 2.86114  0.39
H -8.16833 -2.31740 4.61372  0.39
H -5.92836 -1.29167 4.39571  0.42
H -5.37368 0.06866 2.43888  0.28
H -7.49492 -2.01707 -0.42606  0.38
H -8.05228 -3.36723 -2.40717  0.41
H -8.46458 -2.26726 -4.58363  0.41
H -8.29632 0.19097 -4.77268  0.44
H -7.71760 1.54479 -2.78465  0.37
H -3.05006 -2.73988 1.25984  0.29
H -2.34286 -5.09208 1.45361  0.43
H -1.15611 -6.18613 -0.41779  0.40
H -0.70972 -4.93436 -2.50162  0.43
H -1.44634 -2.59330 -2.71962  0.39
H -4.44851 -1.80177 -3.08349  0.39
H -4.63769 -1.06992 -5.43338  0.44
H -3.22088 0.76635 -6.28136  0.41
H -1.60264 1.88014 -4.78356  0.44
H -1.41103 1.15546 -2.43186  0.06

Force components x, y, z for each atom (eV/Å):
Sc 1.14 -0.70 1.55
Se -0.34 0.55 -0.14
Se -0.07 -0.56 -0.23
Se -0.32 0.69 0.00
Se 0.25 0.11 -0.51
C 0.31 -0.26 0.23
N -0.04 -0.03 0.05
C -0.32 0.02 0.13
C 0.18 -0.09 -0.49
C -0.02 -0.13 -0.05
C -0.05 -0.04 0.04
C 0.03 0.07 0.01
C 0.04 -0.01 -0.01
C -0.05 -0.26 0.07
C -0.61 0.22 -0.35
H -0.08 0.09 -0.03
H -0.04 0.09 -0.09
H -0.12 -0.02 -0.10
H 0.02 0.02 -0.03
H 0.09 -0.03 -0.04
H 0.07 0.05 -0.03
H 0.08 0.00 -0.02
H -0.02 0.02 0.13
H -0.07 -0.10 0.13
H 0.03 0.03 -0.03
H 0.00 -0.01 0.02
H -0.01 0.01 -0.02
H -0.06 -0.02 -0.04
C 0.27 0.33 0.07
C -0.15 -0.16 0.10
As 0.13 -0.09 -0.10
C -0.04 0.04 -0.05
C 0.03 0.05 -0.04
C 0.03 -0.02 0.03
C -0.02 -0.01 0.01
C 0.05 0.02 0.05
C 0.02 -0.01 -0.03
C 0.07 -0.02 0.04
C 0.01 0.06 0.06
C 0.00 -0.01 0.01
C 0.00 -0.03 -0.02
C -0.02 -0.02 -0.04
C 0.07 0.09 0.11
P -0.20 0.05 -0.35
C 0.04 0.15 0.10
C -0.04 -0.02 -0.11
C -0.03 0.01 0.04
C 0.03 -0.04 0.02
C 0.00 0.00 -0.03
C -0.02 0.01 0.06
C 0.15 0.05 0.13
C 0.05 0.04 0.04
C -0.08 -0.06 -0.01
C 0.03 0.05 -0.03
C 0.01 0.03 -0.02
C -0.12 -0.12 0.06
H -0.09 -0.09 0.01
H -0.04 -0.05 -0.08
H -0.07 0.02 -0.01
H -0.03 0.11 -0.02
H -0.02 -0.05 0.00
H -0.01 0.02 0.00
H 0.00 0.00 -0.01
H 0.00 -0.02 -0.01
H -0.03 0.01 0.02
H 0.03 -0.05 -0.01
H -0.02 0.01 -0.01
H 0.01 0.01 0.00
H 0.01 0.02 0.02
H -0.02 0.00 -0.05
H 0.02 -0.03 0.02
H 0.02 0.00 0.00
H -0.02 0.00 -0.01
H 0.00 0.00 0.01
H 0.01 0.00 -0.01
H -0.03 0.00 -0.06
H 0.01 0.00 0.01
H 0.00 -0.02 0.00
H -0.01 -0.01 0.00
H 0.05 0.04 -0.09

No. 2
Below is a molecular structure, C4H4BrN at a distorted geometry, with properties calculated with ωB97M-V/def2-TZVPD.

Summary:
F_max   3.1 eV/A
Orbital gap   0.3214 Ha

Last column: Mulliken charge in e.
Element x y z (Å)
C 1.14694 -1.86124 -0.04207  -0.17
C -0.08084 -1.12699 -0.41580  0.63
C -0.32228 -1.90559 -1.49833  -0.18
C -0.70228 0.16764 -0.07611  -0.84
N 1.31578 -2.67760 -0.99195  -0.45
Br -1.53396 -1.95413 -2.91580  -0.09
H 1.80616 -1.95421 0.93109  0.30
H -0.95280 0.50718 -1.12135  0.31
H 0.02491 0.77348 0.54655  0.27
H -1.65042 0.03111 0.56594  0.22

Force components x, y, z for each atom (eV/Å):
C 1.17 -0.78 1.94
C -0.94 -0.38 -1.11
C 2.63 -0.31 1.58
C -0.84 0.00 0.90
N -1.78 -0.14 -1.19
Br 0.63 0.03 0.56
H -1.22 0.71 -1.96
H 0.00 0.79 1.52
H -0.94 -0.25 -1.17
H 1.31 0.33 -1.08

No. 3
Below is a molecular structure, C35H54CuN3O5S2Si, with properties calculated with ωB97M-V/def2-TZVPD.

Summary:
F_max   0.8 eV/A
Orbital gap (alpha / beta)   0.2515 / 0.2210 Ha
2S+1   2
Total charge   -1
<S²>   0.79

Last column: Mulliken spin population.
Element x y z (Å)
Cu -0.45133 -0.15560 -1.34988  0.37
C -1.08119 -3.57828 1.51254  0.00
C -0.56279 -2.28253 2.12503  -0.01
C -0.98155 -2.18987 3.59038  0.00
C 0.95384 -2.19961 1.99683  0.02
O -1.12946 -1.23515 1.34224  0.02
Si -1.37404 0.36102 1.62792  0.00
S -1.69264 1.34250 -0.17347  0.09
O -0.03260 0.85756 2.44975  -0.01
C 0.16477 2.02951 3.24467  0.00
C -0.14723 1.67602 4.69551  0.00
C -0.70678 3.19269 2.77975  0.00
C 1.62977 2.39547 3.08575  0.00
O -2.58340 0.56932 2.74624  0.00
C -4.00610 0.45994 2.60446  0.00
C -4.56258 1.76119 2.03770  0.00
C -4.53467 0.24720 4.01913  0.00
C -4.38276 -0.71939 1.71642  0.00
H -0.70199 -4.44494 2.06033  0.00
H -0.75633 -3.64772 0.47008  0.00
H -2.17381 -3.58917 1.53737  0.00
H -0.54705 -3.01656 4.15787  0.00
H -2.06700 -2.23662 3.67965  0.00
H -0.64234 -1.25035 4.02674  0.00
H 1.43272 -3.02434 2.53152  0.00
H 1.30947 -1.25019 2.40434  -0.01
H 1.23784 -2.25071 0.94046  0.00
H -1.18756 1.35592 4.78442  0.00
H 0.01988 2.53857 5.34746  0.00
H 0.50206 0.86034 5.02551  0.00
H -1.76717 2.96018 2.89923  0.00
H -0.51955 3.41248 1.72696  0.00
H -0.47706 4.08095 3.37533  0.00
H 2.26471 1.55147 3.36629  0.00
H 1.89161 3.25721 3.70785  0.00
H 1.83032 2.63970 2.04179  0.00
H -4.30583 2.59585 2.69617  0.00
H -5.65188 1.70478 1.95630  0.00
H -4.14648 1.95230 1.04809  0.00
H -4.22060 1.07293 4.66260  0.00
H -4.13621 -0.68246 4.43165  0.00
H -5.62652 0.19375 4.02183  0.00
H -3.99896 -0.60775 0.70093  0.00
H -5.47069 -0.82009 1.66348  0.00
H -3.97138 -1.64343 2.12538  0.00
C 1.49234 -0.43271 -1.25717  0.43
C 2.41983 0.33922 -0.90984  -0.28
C 3.42772 1.16288 -0.56403  0.16
C 4.03448 1.02548 0.77736  0.04
C 3.94414 -0.18843 1.46447  0.03
C 4.47500 -0.33143 2.73603  -0.03
C 5.11737 0.73491 3.35244  0.05
C 5.20886 1.94886 2.68492  -0.03
C 4.67179 2.09376 1.41483  0.05
C 3.95653 2.10551 -1.57293  0.03
C 3.12351 2.56218 -2.60131  0.05
C 3.61006 3.40275 -3.58856  -0.03
C 4.93708 3.81386 -3.57301  0.05
C 5.77756 3.35814 -2.56612  -0.03
C 5.29551 2.51085 -1.57913  0.05
H 3.43780 -1.01913 0.98513  0.01
H 4.38414 -1.28185 3.24820  0.00
H 5.53307 0.62359 4.34651  0.00
H 5.68670 2.79610 3.16233  0.00
H 4.72155 3.05529 0.91812  0.00
H 2.09283 2.23232 -2.64370  0.01
H 2.94199 3.72995 -4.37611  0.00
H 5.31562 4.47417 -4.34389  0.00
H 6.81994 3.65445 -2.55317  0.00
H 5.96975 2.14071 -0.81638  0.00
C -0.71988 -5.56929 -2.84872  0.00
N -1.14499 -4.36849 -2.18767  0.00
C -2.49605 -4.12462 -1.75392  0.00
C -2.47400 -2.61027 -1.50613  0.01
O -3.45363 -1.99672 -1.11700  0.00
N -1.24811 -2.12948 -1.82756  -0.01
C -0.48147 -3.15774 -2.33008  0.01
N 0.67775 -2.98697 -2.87549  0.00
H -1.47053 -6.34270 -2.69511  0.00
H 0.22415 -5.94093 -2.44195  0.00
H -0.59140 -5.42714 -3.92961  0.00
H -2.76178 -4.65296 -0.83461  0.00
H -3.24208 -4.35714 -2.52257  0.00
H 1.44726 -1.40680 -1.75973  -0.07
H 1.07580 -3.87235 -3.16571  0.00
C -1.84743 -1.50901 -5.09837  0.00
C -0.72034 -0.49243 -5.19510  0.00
S -0.50289 0.62553 -3.79028  0.00
O 0.58266 1.54909 -4.21646  0.00
C -2.06434 1.55551 -3.88181  0.00
C -1.95285 2.74547 -4.82079  0.00
H -1.81135 -2.16010 -5.97455  0.00
H -2.83345 -1.04374 -5.07713  0.00
H -1.74276 -2.12201 -4.20533  0.00
H -0.81731 0.16632 -6.06307  0.00
H 0.24990 -0.98746 -5.24797  0.00
H -2.28576 1.85472 -2.85807  0.00
H -2.84400 0.86044 -4.19345  0.00
H -1.16549 3.42209 -4.49346  0.00
H -2.90090 3.28635 -4.83240  0.00
H -1.71936 2.43730 -5.84157  0.00

Force components x, y, z for each atom (eV/Å):
Cu -0.63 -0.51 0.22
C 0.02 -0.01 -0.09
C 0.09 0.00 -0.05
C -0.01 0.09 -0.04
C 0.08 0.02 -0.04
O -0.10 -0.05 -0.02
Si 0.06 0.00 0.17
S 0.13 0.04 -0.05
O -0.07 0.06 0.05
C -0.02 -0.01 0.00
C -0.03 -0.03 0.04
C -0.06 0.06 -0.02
C 0.12 0.01 -0.01
O -0.13 0.01 -0.18
C 0.02 -0.04 0.07
C 0.01 0.07 -0.03
C 0.02 -0.01 0.05
C 0.02 0.02 -0.04
H 0.00 0.01 0.00
H -0.03 -0.02 0.11
H 0.03 0.00 0.00
H 0.00 0.00 -0.03
H -0.06 0.00 0.00
H 0.00 0.02 0.01
H 0.01 -0.02 0.02
H -0.02 -0.07 -0.05
H -0.04 0.02 0.10
H 0.04 0.01 0.00
H -0.01 -0.03 -0.02
H -0.03 0.03 -0.01
H 0.06 0.01 -0.01
H 0.00 -0.02 0.05
H 0.00 -0.02 -0.02
H -0.02 0.04 -0.02
H -0.02 -0.04 -0.03
H 0.03 0.00 0.00
H 0.00 -0.02 -0.04
H 0.04 -0.01 0.02
H 0.00 0.00 0.02
H -0.02 -0.03 -0.02
H -0.01 0.02 0.00
H 0.03 0.00 -0.01
H 0.01 0.01 0.03
H 0.03 0.02 0.01
H 0.01 -0.04 0.00
C -0.12 -0.19 -0.19
C 0.14 0.09 0.00
C 0.06 -0.06 0.06
C -0.04 0.05 -0.04
C -0.01 -0.05 0.01
C -0.02 0.00 -0.04
C 0.01 0.01 0.01
C -0.02 0.00 -0.01
C 0.00 0.04 0.02
C -0.03 0.04 -0.05
C 0.01 -0.02 0.05
C -0.01 -0.01 0.02
C 0.00 -0.01 0.01
C -0.01 0.00 0.00
C 0.01 -0.01 0.00
H 0.05 0.05 0.05
H 0.00 0.00 0.00
H 0.00 0.00 -0.01
H 0.00 -0.01 0.00
H -0.01 -0.03 0.04
H 0.05 0.04 0.01
H 0.00 -0.01 0.01
H 0.00 0.00 0.01
H 0.00 0.00 0.00
H -0.01 0.02 -0.05
C -0.03 0.01 -0.05
N 0.03 -0.02 0.11
C 0.02 0.07 -0.05
C -0.06 0.00 0.02
O 0.08 -0.02 -0.04
N 0.30 0.35 -0.05
C 0.01 -0.08 0.03
N -0.14 0.08 0.07
H -0.01 -0.01 0.02
H 0.02 0.01 0.00
H -0.01 0.00 -0.01
H 0.01 0.00 0.00
H -0.01 -0.01 -0.01
H 0.20 0.03 0.04
H 0.02 -0.06 -0.02
C 0.02 -0.01 0.02
C -0.03 0.05 -0.08
S -0.15 0.01 0.02
O 0.05 0.10 -0.05
C -0.01 0.01 -0.12
C -0.02 -0.02 -0.01
H 0.00 0.00 0.02
H 0.02 0.02 -0.01
H 0.00 0.06 -0.07
H 0.01 -0.03 0.00
H 0.00 -0.02 0.02
H 0.04 0.05 0.02
H 0.01 -0.04 0.07
H -0.01 -0.03 0.00
H 0.02 -0.01 -0.01
H -0.02 0.00 0.02

No. 4
Below is a molecular structure, C12H24Cl12NiO4PSn2 at a distorted geometry, with properties calculated with ωB97M-V/def2-TZVPD.

Summary:
F_max   2.9 eV/A
Orbital gap (alpha / beta)   0.1490 / 0.1891 Ha
2S+1   4
Total charge   +2
<S²>   3.76

Last column: Mulliken spin population.
Element x y z (Å)
Ni -0.06325 -1.16693 -0.94169  1.61
Sn -4.51937 0.43691 0.76775  0.59
Sn -2.00635 -2.29735 3.46603  0.41
P -1.05344 -0.25264 0.85653  0.16
O -1.90871 -0.47069 -0.43438  0.02
O -1.87329 0.20747 2.09914  -0.03
O 0.16076 0.47617 0.21462  0.09
O -0.52519 -1.69578 0.94191  0.08
Cl 3.62393 2.89368 0.90379  0.00
C 3.12165 1.56880 -0.12149  0.00
C 4.19209 1.16660 -1.15591  0.00
Cl 5.52943 0.29648 -0.44363  0.00
H 2.27405 1.80373 -0.76530  0.00
H 2.85577 0.74353 0.53907  0.00
H 4.68760 1.94390 -1.73762  0.00
H 3.74799 0.48134 -1.87792  0.00
Cl -4.70264 0.48363 -2.96817  0.00
C -3.71010 -0.66408 -3.89952  0.00
C -2.25537 -0.25199 -3.97506  -0.02
Cl -1.96059 1.16767 -5.11692  0.00
H -4.12959 -0.77694 -4.89922  0.00
H -3.78955 -1.63595 -3.41245  0.00
H -1.71959 -1.07290 -4.45166  0.00
H -1.85758 0.01445 -2.99585  0.02
Cl 4.22263 -2.49488 0.96860  0.00
C 3.53095 -2.68855 2.60575  0.00
C 2.70179 -1.42271 2.83480  0.00
Cl 1.72046 -1.59615 4.21658  0.01
H 4.33457 -2.81332 3.33150  0.00
H 2.84944 -3.53488 2.51996  0.00
H 2.01631 -1.27012 2.00117  0.00
H 3.25707 -0.49965 3.00130  0.00
Cl -2.56286 2.98598 -0.69444  0.02
C -1.06912 2.93669 -1.73369  -0.01
C 0.13216 3.61811 -1.06408  0.00
Cl -0.10298 5.43827 -0.89042  0.00
H -1.34209 3.27646 -2.73276  0.00
H -0.84241 1.87201 -1.78997  0.01
H 0.94775 3.39579 -1.75218  0.00
H 0.34106 3.15484 -0.09980  0.00
Cl -4.00369 -4.88751 -1.29974  0.00
C -2.42058 -4.09882 -1.32349  -0.02
C -1.32331 -4.69968 -0.48818  0.01
Cl -1.73592 -5.02588 1.23358  0.01
H -2.53021 -3.02624 -1.16334  0.03
H -2.03241 -4.07328 -2.34170  0.00
H -0.43715 -4.06550 -0.51351  0.00
H -1.05243 -5.60647 -1.02897  0.00
Cl 1.57074 2.11020 4.73812  0.00
C 0.29428 1.99502 3.45833  0.01
C -0.04620 3.34567 2.70368  0.00
Cl -0.55844 4.51856 3.91800  0.00
H -0.59145 1.50527 3.86295  0.00
H 0.74789 1.36199 2.69570  0.00
H -0.89986 3.07147 2.08386  0.00
H 0.76533 3.81832 2.15040  0.00

Force components x, y, z for each atom (eV/Å):
Ni -0.26 0.58 0.61
Sn 1.89 -0.19 -0.48
Sn 0.85 1.01 -1.88
P -1.00 1.10 0.26
O -1.89 0.49 -0.79
O 0.36 -1.08 -1.10
O 0.14 0.13 0.46
O 0.72 -2.14 1.83
Cl -0.12 0.45 0.16
C 0.68 -0.49 -1.42
C -0.12 -0.29 0.10
Cl 0.75 -0.42 0.52
H -0.32 0.46 0.55
H 0.11 -0.09 -0.28
H -0.66 0.49 0.30
H -0.21 -0.01 0.00
Cl -0.11 0.11 0.28
C 0.34 -0.22 -0.15
C -0.04 0.59 -1.04
Cl -0.31 -0.82 0.98
H -0.11 0.26 0.11
H 0.02 0.05 0.11
H 0.15 -0.01 0.21
H -0.01 0.01 -0.05
Cl 0.21 -0.17 0.00
C -0.44 0.77 -0.66
C 0.75 0.18 -1.36
Cl -1.84 -0.44 2.09
H -0.21 -0.14 -0.12
H 0.29 -0.08 0.45
H 0.22 -0.02 -0.15
H 0.39 -0.24 -0.26
Cl -0.06 0.07 0.06
C 0.26 -0.37 0.60
C -1.07 0.55 -0.67
Cl 0.28 -1.64 -0.09
H 0.01 0.35 0.30
H 0.06 0.00 -0.03
H 0.27 0.50 0.12
H -0.06 0.32 -0.03
Cl 0.41 0.08 0.11
C 0.10 1.34 -0.46
C -0.06 -0.32 -0.59
Cl 0.04 0.24 -0.23
H -0.46 0.04 0.76
H -0.09 -0.66 -0.27
H -0.08 0.12 0.25
H 0.08 -0.51 0.90
Cl -0.67 0.12 -0.50
C 1.09 0.93 -1.05
C -0.01 -1.39 1.68
Cl -0.39 0.42 0.05
H 0.12 0.40 0.09
H -0.10 -0.27 0.01
H 0.06 0.36 -0.27
H 0.06 -0.51 0.00

Taking the records one at a time from the top gives E values of -390595.275 -75740.609 -126073.990 -233269.632 eV.